17
Properties=species:S:1:pos:R:3 method="wB97M-V/def2-TZVPD" gap_ev=9.834 multiplicity=1 e_above_lowest_ev=1.865 e_lumo_ev=0.9 smiles="C=CN.CCS"
C 4.334 0.906 1.420
C 4.020 0.978 2.709
N 5.020 1.253 3.740
H 5.221 1.370 1.029
H 3.630 0.363 0.794
H 3.188 0.366 3.092
H 4.803 2.089 4.271
H 4.957 0.478 4.388
C -4.456 -1.642 -2.677
C -3.662 -0.297 -2.745
S -2.735 0.172 -1.191
H -4.326 -1.903 -3.732
H -5.474 -1.365 -2.425
H -4.105 -2.331 -1.913
H -4.302 0.564 -2.887
H -2.852 -0.238 -3.482
H -3.262 -0.763 -0.391


17
Properties=species:S:1:pos:R:3 method="wB97M-V/def2-TZVPD" gap_ev=8.239 multiplicity=1 e_above_lowest_ev=3.227 e_lumo_ev=0.7
C 0.528 0.825 2.348
C 1.109 0.444 -1.585
C -0.808 -1.443 -1.846
C -0.806 0.253 1.722
N -0.836 0.315 0.333
S 0.222 -0.717 -0.500
H 0.548 0.645 3.381
H 1.337 0.361 1.837
H 0.602 1.924 1.914
H 0.867 0.262 -2.630
H 2.174 0.218 -1.344
H 0.828 1.522 -1.303
H -0.146 -2.023 -2.578
H -1.309 -0.672 -2.305
H -1.691 -2.130 -1.549
H -1.594 0.958 2.096
H -1.026 -0.744 2.012


17
Properties=species:S:1:pos:R:3 method="wB97M-V/def2-TZVPD" gap_ev=6.055 multiplicity=1 e_above_lowest_ev=5.335 e_lumo_ev=-0.2
C -2.266 0.307 -0.402
C -0.941 -0.671 -0.505
C -0.621 0.427 0.263
S 2.097 -0.453 -0.230
C 2.886 0.915 0.676
N -3.329 -0.378 0.321
H -2.399 1.373 -0.172
H -2.531 0.444 -1.459
H -0.969 -1.621 0.000
H -0.514 -0.614 -1.501
H -0.085 1.315 -0.009
H -0.707 0.419 1.333
H 3.250 0.572 1.646
H 2.214 1.737 0.908
H 3.731 1.341 0.143
H -3.617 0.060 1.181
H -4.120 -0.637 -0.243